Entry P
15
Properties=species:S:1:pos:R:3:nbo_charge:R:1 method="wB97M-V/def2-TZVPD" smiles=O.O.O.O.O e_homo_ev=-11.0 lumo_ev=0.205 charge=0
O 0.357 -1.594 0.941 -0.982
O -2.141 -0.993 -0.560 -0.966
O 2.605 -0.701 -0.671 -0.974
O 1.504 1.884 0.348 -0.957
O -1.326 1.850 -0.034 -0.997
H -0.485 1.952 0.462 0.502
H -0.511 -1.178 0.632 0.505
H 0.935 2.092 -0.476 0.461
H 0.198 -1.698 1.905 0.479
H 1.853 -1.229 -0.253 0.504
H -2.827 -1.291 0.018 0.477
H 2.661 -1.074 -1.537 0.470
H -2.054 1.425 0.423 0.478
H 1.729 0.960 0.065 0.501
H -2.497 -0.406 -1.264 0.499



Entry Q
15
Properties=species:S:1:pos:R:3:nbo_charge:R:1 method="wB97M-V/def2-TZVPD" smiles=O.O.O.O.O e_homo_ev=-10.6 lumo_ev=0.055 charge=0
O -3.512 0.993 1.088 -0.918
O 0.100 -3.285 -0.242 -0.937
O -0.514 -0.579 -0.497 -0.976
O 1.378 1.320 0.533 -0.940
O 2.471 1.184 -1.072 -0.907
H 3.242 0.981 -1.657 0.444
H -3.017 0.887 1.866 0.455
H -0.494 -2.634 0.011 0.466
H 0.471 -2.727 -0.980 0.468
H -1.177 -0.330 0.144 0.471
H -3.585 1.944 1.144 0.464
H 0.148 0.133 -0.473 0.500
H 0.920 0.652 1.161 0.481
H 2.874 1.825 -0.559 0.456
H 1.234 2.204 0.873 0.473



Energies relative to the most stable structure, in kcal/mol: entry P 0.0; entry Q 45.4.



Entry P
6
Properties=species:S:1:pos:R:3:nbo_charge:R:1 method="wB97M-V/def2-TZVPD" e_homo_ev=-8.8 lumo_ev=-0.734 charge=0
S 2.074 -0.956 0.489 0.102
S 2.525 0.969 0.014 0.221
S -0.881 1.011 0.608 -0.155
C 1.091 0.272 -0.483 -0.515
H -0.547 2.154 0.259 0.089
H 0.815 0.102 -1.586 0.260



Entry Q
6
Properties=species:S:1:pos:R:3:nbo_charge:R:1 method="wB97M-V/def2-TZVPD" e_homo_ev="-8.1 / -8.1" lumo_ev="-3.109 / -3.126" charge=0
S -1.020 -0.068 -1.426 -0.102
S 0.292 -0.242 1.447 0.362
S -1.300 -1.271 1.475 -0.027
C 0.343 0.358 -0.311 -0.750
H 1.154 -0.103 -0.828 0.279
H 0.532 1.327 -0.358 0.237



Energies relative to the most stable structure, in kcal/mol: entry P 0.0; entry Q 7.7.



Entry P
19
Properties=species:S:1:pos:R:3:nbo_charge:R:1 method="wB97M-V/def2-TZVPD" e_homo_ev=-15.4 lumo_ev=-3.680 charge=+1
N -1.014 1.404 0.077 -0.679
C 1.131 -0.956 0.396 -0.420
C 1.897 0.305 -0.110 -0.621
C 0.547 -1.768 -0.811 -0.633
C -2.299 0.805 0.484 -0.414
H -0.427 0.631 -0.242 0.466
H 0.081 -1.160 -1.561 0.186
H -2.781 1.593 1.150 0.239
H 2.898 0.092 -0.462 0.253
H -2.859 0.577 -0.347 0.236
H -0.492 1.825 0.847 0.448
H -2.137 -0.066 1.079 0.241
H 0.277 -0.700 1.105 0.159
H 1.383 -2.352 -1.270 0.242
H -1.093 2.066 -0.698 0.448
H 1.930 1.063 0.713 0.205
H 1.816 -1.567 1.021 0.248
H 1.338 0.734 -0.929 0.168
H -0.197 -2.523 -0.443 0.227



Entry Q
19
Properties=species:S:1:pos:R:3:nbo_charge:R:1 method="wB97M-V/def2-TZVPD" e_homo_ev=-13.5 lumo_ev=-4.228 charge=+1
N -0.238 2.329 2.302 -0.669
C 0.762 -1.135 -1.275 -0.611
C 0.758 -1.973 -2.550 -0.419
C -0.602 3.129 3.529 -0.424
C -0.514 -2.822 -2.590 -0.614
H -1.151 -2.912 -3.454 0.227
H -1.502 3.714 3.329 0.252
H -0.658 2.417 4.358 0.246
H -0.298 -3.734 -2.062 0.209
H 1.081 -1.598 -0.348 0.206
H 0.688 -1.383 -3.461 0.217
H -1.280 -2.350 -1.954 0.188
H -1.025 1.881 1.832 0.451
H 0.403 1.571 2.560 0.446
H -0.254 -0.866 -0.938 0.182
H 1.616 -2.682 -2.459 0.217
H 0.299 2.852 1.606 0.449
H 1.196 -0.117 -1.368 0.199
H 0.203 3.810 3.789 0.248



Entry R
19
Properties=species:S:1:pos:R:3:nbo_charge:R:1 method="wB97M-V/def2-TZVPD" e_homo_ev=-15.1 lumo_ev=-3.755 charge=+1
N 0.745 -1.689 -0.656 -0.683
C 0.401 2.261 -0.221 -0.644
C -0.010 -1.544 1.698 -0.670
C -0.331 -1.099 0.286 -0.237
C -0.938 2.088 -0.980 -0.630
H 0.435 -2.029 -1.566 0.451
H -0.472 -2.504 2.024 0.246
H -0.792 2.464 -1.983 0.230
H -1.282 -1.294 -0.169 0.238
H 0.677 1.647 0.670 0.189
H 0.420 3.218 0.317 0.245
H 1.023 -1.678 1.926 0.229
H 1.507 -1.043 -0.891 0.444
H 1.285 2.078 -0.829 0.206
H -1.375 1.096 -1.001 0.181
H -1.655 2.807 -0.619 0.234
H -0.575 -0.855 2.352 0.266
H 1.210 -2.407 -0.097 0.445
H -0.330 -0.007 0.273 0.262



Energies relative to the most stable structure, in kcal/mol: entry P 0.0; entry Q 15.1; entry R 9.8.



Entry P
30
Properties=species:S:1:pos:R:3:nbo_charge:R:1 method="wB97M-V/def2-TZVPD" e_homo_ev=-8.5 lumo_ev=0.789 charge=0
N 0.640 -0.864 -2.170 -0.274
N -0.406 -1.227 -1.460 -0.265
N 1.076 0.449 -1.724 -0.238
N 0.424 2.832 -2.240 -0.463
N -0.633 2.947 -3.085 -0.166
C 1.597 0.254 1.402 -0.400
C 0.841 1.378 0.572 -0.421
C -0.989 1.700 -2.958 -0.061
C -0.811 -0.320 -0.571 0.196
C -1.963 -0.681 0.280 -0.445
C 1.114 -1.234 1.673 -0.411
C -0.241 -1.532 2.324 -0.407
C 0.084 1.366 -1.990 0.197
C 0.070 0.797 -0.579 0.000
C -1.389 -1.803 1.244 -0.381
H -1.744 1.121 -3.446 0.211
H 1.995 -1.668 2.129 0.218
H 1.806 0.849 2.427 0.198
H 1.564 2.021 -0.072 0.245
H -2.221 0.221 0.770 0.210
H 0.193 2.006 1.247 0.218
H -0.520 -0.694 2.990 0.204
H 1.354 -1.535 -1.945 0.363
H -0.129 -2.509 2.936 0.219
H 2.645 0.022 1.028 0.218
H 1.079 -1.635 0.666 0.194
H -1.082 -2.565 0.523 0.215
H 0.574 3.613 -1.575 0.377
H -2.769 -1.078 -0.305 0.243
H -2.159 -2.232 1.909 0.207



Entry Q
30
Properties=species:S:1:pos:R:3:nbo_charge:R:1 method="wB97M-V/def2-TZVPD" smiles=CC(C)CCNc1ncnc2n[nH]cc12 e_homo_ev=-8.6 lumo_ev=0.295 charge=0
N -0.274 0.217 -1.364 -0.602
N 1.068 0.422 -3.076 -0.530
N 3.837 -2.043 -1.534 -0.253
N 3.264 -2.483 -0.394 -0.311
N 3.204 -0.602 -3.291 -0.440
C 2.984 -1.246 -2.133 0.272
C -1.190 0.124 2.858 -0.612
C 1.992 -1.909 -0.352 -0.007
C 0.919 -0.162 -1.940 0.472
C -1.791 1.133 1.811 -0.210
C -1.644 0.835 0.344 -0.397
C -3.374 1.110 2.075 -0.620
C -0.178 0.775 0.020 -0.230
C 1.884 -1.045 -1.364 -0.273
C 2.156 0.011 -3.811 0.255
H -1.469 0.499 3.844 0.218
H 3.789 -3.066 0.251 0.430
H 0.334 1.781 0.165 0.182
H -3.572 0.759 3.045 0.199
H 1.240 -2.055 0.386 0.217
H 0.445 0.216 0.699 0.203
H -1.324 2.124 1.945 0.194
H -1.740 -0.792 2.656 0.208
H -3.966 0.429 1.436 0.206
H -2.114 1.579 -0.348 0.214
H 2.409 0.576 -4.710 0.184
H -3.920 2.100 2.004 0.214
H -0.057 0.128 2.709 0.202
H -2.127 -0.180 0.189 0.207
H -0.782 0.765 -2.120 0.409



Energies relative to the most stable structure, in kcal/mol: entry P 103.0; entry Q 0.0.



Entry P
30
Properties=species:S:1:pos:R:3:nbo_charge:R:1 method="wB97M-V/def2-TZVPD" smiles=CC#N.CC#N.CC#N.CC#N.CC#N e_homo_ev=-9.2 lumo_ev=0.009 charge=0
N 1.057 0.215 -2.167 -0.277
N 3.588 0.117 0.127 -0.320
N 2.651 1.394 5.237 -0.402
N 0.246 0.697 1.573 -0.460
N -1.651 2.152 -1.307 -0.349
C 2.809 -0.740 0.340 0.281
C -2.812 2.142 -1.223 0.325
C 0.225 -2.241 -2.620 -0.718
C 1.807 1.068 2.859 -0.734
C 2.302 1.292 4.148 0.299
C 1.787 -1.788 0.682 -0.730
C -0.336 0.299 0.629 0.424
C 0.659 -0.862 -2.456 0.250
C -1.094 -0.220 -0.525 -0.779
C -4.257 2.145 -1.173 -0.725
H -4.654 2.216 -0.161 0.270
H -1.858 -0.948 -0.255 0.234
H -0.831 -2.197 -2.351 0.254
H -4.560 2.815 -1.977 0.270
H 0.720 1.157 2.851 0.319
H 2.384 1.752 2.237 0.258
H 2.045 -2.230 1.644 0.259
H 0.807 -1.354 0.879 0.263
H 1.878 -2.544 -0.098 0.235
H 0.339 -2.485 -3.677 0.265
H -1.475 0.537 -1.210 0.294
H -0.232 -0.626 -1.055 0.262
H -4.472 1.144 -1.548 0.252
H 0.839 -2.943 -2.056 0.258
H 2.090 0.035 2.655 0.221



Entry Q
30
Properties=species:S:1:pos:R:3:nbo_charge:R:1 method="wB97M-V/def2-TZVPD" smiles=CC#N.CC#N.CC#N.CC#N.CC#N e_homo_ev=-11.6 lumo_ev=-0.188 charge=0
N -1.246 -19.712 4.103 -0.385
N -7.132 -19.634 9.548 -0.309
N -0.972 -17.154 -1.019 -0.340
N -1.882 -23.267 0.624 -0.323
N -2.092 -16.920 6.365 -0.361
C -3.357 -22.311 2.538 -0.723
C -6.105 -19.909 9.110 0.277
C -2.984 -17.259 5.732 0.309
C -1.010 -19.817 5.224 0.331
C -4.816 -20.253 8.544 -0.723
C -0.743 -19.923 6.645 -0.737
C -0.531 -17.544 -0.040 0.288
C -2.539 -22.843 1.460 0.285
C 0.045 -18.038 1.214 -0.723
C -4.103 -17.751 4.923 -0.719
H -3.710 -18.122 3.981 0.269
H -4.013 -19.565 8.806 0.257
H 0.229 -17.167 1.849 0.250
H 0.984 -18.539 1.006 0.254
H -4.838 -16.960 4.799 0.261
H -2.706 -21.980 3.347 0.259
H -3.947 -21.463 2.194 0.252
H 0.115 -20.565 6.835 0.260
H -1.579 -20.332 7.212 0.248
H -4.059 -23.048 2.924 0.249
H -4.879 -20.218 7.454 0.242
H -0.674 -18.655 1.747 0.270
H -4.537 -21.259 8.851 0.256
H -4.581 -18.556 5.483 0.243
H -0.565 -18.923 7.041 0.284



Energies relative to the most stable structure, in kcal/mol: entry P 126.4; entry Q 0.0.